Entry 1:
{
  "formula": "C4H5NO",
  "method": "ωB97M-V/def2-TZVPD",
  "e_above_lowest_ev": 5.5493,
  "total_energy_ev": -7760.97715,
  "multiplicity": 1,
  "orbital_gap_ev": 10.426,
  "e_homo_ha": -0.34914,
  "smiles": "C1CC1C1=NO1",
  "symbols": ["C", "H", "O", "H", "N", "H", "H", "C", "C", "H", "C"],
  "coordinates": [[-0.25, -0.51, 0.26], [-0.73, -1.44, 0.73], [0.50, 1.82, 1.68], [-0.93, 1.16, -1.03], [0.45, 0.64, 2.77], [1.57, 0.08, -1.14], [-1.48, -0.33, -1.65], [0.21, 0.51, 1.58], [0.66, -0.49, -0.91], [0.79, -1.58, -1.32], [-0.78, 0.15, -0.96]]
}

Entry 2:
{
  "formula": "C4H5NO",
  "method": "ωB97M-V/def2-TZVPD",
  "e_above_lowest_ev": 5.4355,
  "total_energy_ev": -7761.09097,
  "multiplicity": 1,
  "orbital_gap_ev": 7.683,
  "e_homo_ha": -0.25276,
  "symbols": ["C", "H", "H", "H", "N", "C", "C", "C", "H", "O", "H"],
  "coordinates": [[0.88, 1.21, 0.29], [1.69, 1.77, 0.68], [-0.29, 1.74, 1.84], [1.29, -2.99, -0.76], [-0.25, 1.17, 0.99], [-1.27, 0.36, 0.82], [0.54, -2.26, -0.59], [-0.15, -1.31, -0.32], [-2.20, 0.46, 1.35], [-1.20, -0.51, -0.23], [0.91, 0.91, -0.74]]
}

Entry 3:
{
  "formula": "C4H5NO",
  "method": "ωB97M-V/def2-TZVPD",
  "e_above_lowest_ev": 4.5929,
  "total_energy_ev": -7761.93357,
  "multiplicity": 1,
  "orbital_gap_ev": 10.285,
  "e_homo_ha": -0.34444,
  "smiles": "C1=NO[C@@H]2C[C@H]12",
  "symbols": ["H", "C", "H", "C", "H", "N", "H", "C", "H", "O", "C"],
  "coordinates": [[-1.84, 1.04, 0.74], [0.14, 0.96, 0.02], [0.76, -2.35, -0.47], [0.88, -1.28, -0.40], [-0.97, -0.30, -1.39], [1.84, -0.54, -0.02], [-0.12, 1.73, -0.79], [-0.35, -0.34, -0.59], [-0.69, 0.00, 1.74], [1.33, 0.71, 0.47], [-0.99, 0.37, 0.68]]
}

Entry 4:
{
  "formula": "C4H5NO",
  "method": "ωB97M-V/def2-TZVPD",
  "e_above_lowest_ev": 3.2205,
  "total_energy_ev": -7763.30594,
  "multiplicity": 1,
  "orbital_gap_ev": 10.650,
  "e_homo_ha": -0.35384,
  "smiles": "[H]/N=C/C1(O)C=C1",
  "symbols": ["C", "H", "C", "H", "H", "H", "O", "C", "H", "C", "N"],
  "coordinates": [[1.00, 0.25, -1.05], [1.59, 0.85, -1.74], [-0.71, 0.56, 0.90], [1.70, -1.74, -0.15], [-1.75, 0.35, 1.20], [-1.01, -1.58, -1.43], [-1.32, -0.92, -0.80], [-0.20, -0.22, -0.28], [-0.47, 1.87, 2.23], [1.13, -0.84, -0.34], [0.03, 1.43, 1.46]]
}

Entry 5:
{
  "formula": "C4H5NO",
  "method": "ωB97M-V/def2-TZVPD",
  "e_above_lowest_ev": 2.6845,
  "total_energy_ev": -7763.84195,
  "multiplicity": 1,
  "orbital_gap_ev": 9.746,
  "e_homo_ha": -0.34833,
  "symbols": ["H", "N", "H", "C", "C", "O", "H", "H", "C", "C", "H"],
  "coordinates": [[-0.94, -0.05, -2.21], [0.00, 0.99, 0.86], [-0.38, 0.89, 1.80], [-0.99, 0.58, -0.07], [1.02, -0.04, 0.55], [-2.09, 0.13, 0.17], [1.12, -0.80, 1.33], [2.01, 0.42, 0.42], [0.43, -0.66, -0.72], [-0.34, 0.24, -1.36], [0.15, -1.70, -0.78]]
}

Entry 6:
{
  "formula": "C4H5NO2",
  "method": "ωB97M-V/def2-TZVPD",
  "e_above_lowest_ev": 4.1643,
  "total_energy_ev": -9810.15047,
  "multiplicity": 1,
  "orbital_gap_ev": [8.955, 8.388],
  "e_homo_ha": [-0.32980, -0.29987],
  "symbols": ["O", "C", "H", "C", "O", "H", "H", "N", "H", "C", "H", "C"],
  "coordinates": [[3.80, 0.67, 1.51], [-0.23, 0.01, -0.97], [-1.82, 1.36, 1.05], [3.23, -0.01, 0.80], [2.81, -0.67, -0.02], [-0.32, 1.06, -1.02], [-0.62, -0.22, -1.92], [-3.14, -0.04, 0.53], [-1.42, -1.76, 0.25], [-1.98, 0.38, 0.61], [0.84, -0.13, -0.76], [-1.15, -0.64, -0.07]]
}